Record 1
Formula: C6H6S
Source: the Open Molecules 2025 dataset
Level of theory: the ωB97M-V functional and the def2-TZVPD basis

Kohn-Sham gap, eV: 7.4645
Spin multiplicity: 1
Lowest unoccupied orbital energy, Ha: -0.018
Total charge: 0
Strongest force on any atom, eV Å⁻¹: 1.357
Energy relative to the best compared isomer or geometry (same formula, charge and spin), kJ/mol: 439.2
Highest occupied orbital energy, eV: -7.963

Last column: Löwdin charge in e.
CARTESIAN COORDINATES (ANGSTROEM)
C -0.90348 -0.83744 -0.66658  -0.22
C -0.10260 -1.08300 -1.73237  -0.44
C 2.97505 1.27359 -0.51535  -0.07
C 1.79079 0.70393 -0.63417  -0.46
C -1.76429 -0.82055 0.20010  -0.06
C -2.66372 -0.69874 1.31647  -0.10
S 1.38550 -0.41698 -1.96750  0.93
H 3.76265 1.11559 -1.23370  0.05
H 3.19844 1.92459 0.31391  0.05
H 0.98252 0.85337 0.06817  0.06
H -3.65567 -1.07906 1.07243  0.08
H -2.74179 0.34472 1.63072  0.08
H -2.26340 -1.28002 2.14786  0.09

Forces on the atoms, in the same order (eV/Å):
C -0.92 -0.11 0.74
C 1.12 0.14 -0.75
C 0.03 0.02 -0.03
C -0.32 -0.31 -0.10
C 0.83 0.19 -0.50
C -0.32 0.08 0.13
S -0.41 -0.04 0.15
H 0.15 -0.09 -0.15
H -0.01 0.13 0.12
H -0.03 0.04 0.12
H -0.04 0.01 0.10
H -0.04 -0.08 0.08
H -0.04 0.02 0.09

Record 2
Formula: C19H36BBr3FN2O2
Source: the Open Molecules 2025 dataset
Level of theory: the ωB97M-V functional and the def2-TZVPD basis

Kohn-Sham gap, eV: 8.4627
Spin multiplicity: 1
Lowest unoccupied orbital energy, Ha: -0.137
Total charge: +1
Strongest force on any atom, eV Å⁻¹: 6.137
Highest occupied orbital energy, eV: -12.193

Last column: Löwdin charge in e.
CARTESIAN COORDINATES (ANGSTROEM)
C 4.20026 0.94383 0.46613  -0.13
C 4.03233 1.30418 -1.12161  -0.22
C 2.45296 1.05248 -1.50054  -0.19
C 1.83192 2.50604 -1.79042  -0.25
C 0.22151 2.56404 -1.85955  -0.12
C -0.52917 1.31112 -1.21163  -0.03
C -1.37049 0.38156 -2.14233  -0.05
F -1.62076 0.46321 -3.52869  0.07
N -1.86509 -0.62040 -1.19509  0.02
C -2.71476 -1.73907 -1.70799  -0.05
C -4.30279 -1.52277 -1.45744  -0.35
C -4.75435 0.03030 -1.47931  -0.05
O -4.99622 -2.17032 -2.57688  -0.09
C -1.38076 -0.33021 0.12420  -0.06
C -1.79341 -1.34557 1.28696  -0.08
C -0.72626 -2.55781 1.26389  -0.21
C -1.21649 -3.86199 2.11302  -0.19
C -0.40703 -5.13966 1.53896  -0.25
C 1.12125 -4.83135 1.13080  -0.14
N -0.56756 0.87297 0.20398  0.18
B 0.07806 1.52079 1.39704  -0.38
O 0.94950 2.68195 1.20018  0.03
C -0.14054 1.06986 2.95454  -0.14
C 0.85270 -0.17400 3.25761  -0.10
H 3.68775 -0.07617 0.68915  0.07
H 3.64013 1.71511 1.10835  0.07
H 5.30314 0.82848 0.76991  0.08
H 4.74883 0.71419 -1.78837  0.11
H 4.22558 2.44815 -1.17545  0.09
H 2.48005 0.40702 -2.46361  0.12
H 2.01020 0.50539 -0.59922  0.08
H 2.18456 3.31924 -1.03835  -0.08
H 2.24610 2.84421 -2.81898  0.14
H -0.20003 2.73241 -2.92383  0.13
H -0.09814 3.50807 -1.26237  0.11
H -2.57114 -1.93465 -2.82471  0.16
H -2.42999 -2.67085 -1.07701  0.14
H -4.67036 -2.05296 -0.51090  0.14
H -5.89409 0.16259 -1.31317  0.10
H -4.24974 0.53558 -0.56640  0.08
H -4.39748 0.48532 -2.46903  0.09
H -5.92108 -2.39183 -2.30186  0.12
H -1.95699 -0.86853 2.31162  0.12
H -2.81354 -1.81234 0.98636  0.12
H 0.33846 -2.22896 1.52291  0.09
H -0.68194 -2.92080 0.15950  0.11
H -0.91237 -3.67641 3.21078  0.12
H -2.35781 -4.04125 2.00498  0.12
H -0.39210 -5.94854 2.34862  0.11
H -0.93921 -5.53790 0.58905  0.11
H 1.21918 -4.18979 0.17111  0.07
H 1.59875 -4.18154 1.96800  0.08
H 1.72469 -5.79487 0.95360  0.09
H 0.41511 3.47408 0.96052  0.09
H 0.22166 1.94655 3.62388  0.12
H -1.23574 0.89499 3.23764  0.10
H 1.66528 0.19447 3.99842  0.10
H 1.43230 -0.38148 2.27148  0.07
H 0.33600 -1.12968 3.61148  0.08
C 2.99374 6.64138 -1.27384  -1.56
Br 2.56489 5.13829 -0.12183  0.72
Br 4.66312 6.36675 -2.22162  0.59
Br 1.53593 7.05850 -2.48394  0.58
H 3.13145 7.50859 -0.62874  -0.02

Forces on the atoms, in the same order (eV/Å):
C -0.13 -0.76 -0.55
C -0.84 0.47 1.58
C 1.83 0.83 -0.55
C -0.09 -0.35 -0.53
C -0.50 0.37 1.04
C -1.53 -0.93 -3.83
C 2.68 2.50 4.85
F 0.54 -0.60 4.21
N 1.89 2.55 -0.14
C -1.35 -1.71 1.42
C -1.44 0.86 -0.59
C 0.67 -0.50 1.10
O 0.21 -0.01 1.13
C -1.11 -0.29 -0.61
C 0.05 -0.40 -0.90
C -0.80 -0.74 -0.79
C 1.18 0.50 -0.45
C 0.18 -0.06 -0.32
C 0.05 0.76 0.22
N -2.56 -2.85 -4.79
B 0.96 2.05 1.51
O -2.54 -1.76 -0.18
C 0.28 0.35 0.23
C 0.86 0.54 -0.49
H 0.92 1.55 -0.44
H 1.04 -0.99 -0.96
H -1.73 0.45 -0.34
H -1.03 0.90 1.04
H -0.02 -2.02 -0.32
H -0.62 0.91 1.73
H 0.28 0.70 -1.50
H -0.77 -2.68 -1.73
H -0.71 -0.50 1.63
H 0.71 -0.64 1.78
H 0.37 -1.47 -1.01
H 0.13 0.57 1.67
H -0.31 1.46 -1.48
H 0.88 0.92 -1.03
H 1.97 -0.44 -0.56
H -0.73 -0.47 -1.60
H -0.68 -0.51 1.51
H 1.26 0.35 -0.25
H 0.54 -0.47 -1.61
H 1.68 0.97 0.44
H -1.72 -0.44 -0.19
H -0.01 0.71 1.73
H -0.76 -0.43 -1.60
H 1.95 0.44 0.31
H -0.19 1.03 -1.29
H 0.71 0.54 1.69
H -0.33 -1.15 1.49
H -0.53 -1.36 -1.30
H -1.00 1.53 0.46
H 0.65 -0.62 0.02
H -0.74 -1.37 -1.33
H 1.56 0.01 -0.41
H -1.53 -0.94 -1.11
H -0.82 -0.08 1.71
H 0.79 1.46 -0.44
C 0.11 0.33 -0.11
Br 0.37 1.41 0.53
Br -0.43 -0.04 0.23
Br 0.28 -0.18 0.25
H -0.05 -0.27 -0.17

Record 3
Formula: C27H22F9HfN3O6PS2Si2
Source: the Open Molecules 2025 dataset
Level of theory: the ωB97M-V functional and the def2-TZVPD basis

Kohn-Sham gap (spin up / spin down), eV: 4.6842 / 7.6752
Spin multiplicity: 2
Lowest unoccupied orbital energy (spin up / spin down), Ha: 0.144 / 0.144
Total charge: -2
Strongest force on any atom, eV Å⁻¹: 2.302
Highest occupied orbital energy (spin up / spin down), eV: -0.759 / -3.750
<S²>: 0.779

Last column: Löwdin charge in e.
CARTESIAN COORDINATES (ANGSTROEM)
Hf 0.40098 -1.08045 1.09776  1.41
S 2.40293 -1.37646 2.54081  0.68
C 1.51718 -2.41551 3.64137  -0.67
C 2.12227 -3.56863 4.13101  -0.06
C 1.48776 -4.38203 5.06468  -0.20
C 2.10495 -5.59688 5.47553  -0.20
N 2.61057 -6.58694 5.77420  0.15
C 0.22976 -3.99799 5.56863  -0.20
C -0.38738 -2.85797 5.06964  -0.05
C 0.21461 -2.06898 4.09047  -0.67
S -0.59100 -0.64549 3.48231  0.69
C -0.38820 -4.74827 6.61022  -0.19
N -0.88038 -5.33157 7.47187  0.14
H 3.10562 -3.83365 3.76748  0.12
H -1.35595 -2.56125 5.44872  0.11
C -3.43221 1.69689 -0.19060  -0.20
Si -1.91501 1.77643 -1.32379  0.61
C -0.81034 3.18018 -0.70433  -0.19
C -2.51598 2.25097 -3.07889  -0.30
C -3.31773 3.25373 -3.61265  -0.10
C -3.52806 3.31261 -4.98520  -0.11
C -2.94073 2.37368 -5.82641  -0.11
C -2.14265 1.36394 -5.30191  -0.10
C -1.93346 1.29178 -3.92927  -0.31
Si -1.00493 0.09943 -2.75224  0.62
C -1.84490 -1.59943 -2.93634  -0.19
C 0.82226 0.04743 -3.25072  -0.19
H -3.96845 2.64818 -0.21313  0.03
H -3.13720 1.48932 0.83793  0.02
H -4.12440 0.91243 -0.50289  0.03
H -1.34347 4.13242 -0.70787  0.04
H 0.07726 3.28749 -1.33073  0.04
H -0.47611 2.97773 0.31181  0.01
H -3.78268 3.99330 -2.96766  0.10
H -4.15385 4.09163 -5.40680  0.09
H -3.10644 2.42943 -6.89679  0.09
H -1.68606 0.63541 -5.96524  0.10
H -1.12972 -2.37082 -3.22111  0.01
H -2.63949 -1.57064 -3.68340  0.02
H -2.29914 -1.91391 -1.99454  0.01
H 0.97724 -0.59130 -4.12261  0.03
H 1.44798 -0.33116 -2.44450  0.00
H 1.16967 1.05476 -3.48930  0.03
O 0.62102 1.02498 1.30494  -0.14
C 1.64124 0.94979 0.54404  -0.56
O 1.74883 -0.17016 -0.08880  -0.20
C 2.64739 1.98439 0.40044  -0.14
C 3.85224 1.66958 -0.27120  -0.04
C 4.81460 2.65634 -0.42552  -0.10
C 4.60896 3.93999 0.04662  -0.02
C 3.40239 4.24923 0.72625  -0.18
C 2.43349 3.25831 0.90146  0.06
N 3.17695 5.54205 1.19338  -0.43
O 4.08911 6.40641 1.02489  -0.11
O 2.07929 5.81187 1.76347  -0.10
H 4.01454 0.66310 -0.63074  0.11
H 5.74395 2.41925 -0.93033  0.09
H 5.33937 4.72419 -0.07736  0.09
H 1.51823 3.50615 1.41896  0.12
F 0.18668 -2.06726 -0.84932  -0.25
P 1.16414 -3.48895 -0.90506  0.21
F 1.19310 -3.39287 0.75995  -0.22
F 2.44744 -2.54334 -0.89560  -0.12
F -0.19226 -4.31733 -0.82799  -0.11
F 1.10806 -3.43789 -2.49491  -0.11
F 2.05510 -4.79951 -0.87976  -0.10
F -4.03663 -2.55064 0.47385  0.15
C -3.38750 -2.03238 1.53710  -0.54
F -4.02086 -0.90928 1.88274  0.16
F -3.49595 -2.90335 2.53855  0.17
C -1.92565 -1.76210 1.17509  -0.59
O -1.62989 -0.69632 0.56615  -0.12
O -1.05253 -2.60409 1.47322  -0.08

Forces on the atoms, in the same order (eV/Å):
Hf 1.39 -0.33 1.81
S 0.47 -0.26 0.48
C -0.10 0.17 0.36
C -0.11 -0.16 0.04
C -0.23 0.48 -0.13
C 0.22 -0.36 0.15
N -0.02 0.07 0.03
C 0.31 0.17 -0.34
C 0.04 -0.09 0.03
C 0.17 -0.02 0.14
S 0.07 0.29 0.48
C -0.23 -0.22 0.28
N 0.00 0.02 -0.06
H -0.02 -0.06 -0.01
H -0.02 -0.05 0.01
C 0.31 -0.43 0.00
Si -0.42 1.00 -0.36
C 0.07 -0.48 -0.01
C 0.14 -0.26 0.25
C -0.10 0.13 -0.13
C -0.06 0.06 0.12
C 0.12 -0.15 -0.06
C -0.03 0.04 -0.15
C 0.18 -0.07 0.35
Si -0.24 0.01 -0.96
C 0.08 0.07 0.38
C -0.16 0.03 0.42
H 0.11 0.07 -0.10
H -0.03 0.02 0.03
H 0.00 -0.02 0.00
H -0.11 -0.04 -0.04
H 0.02 0.03 0.01
H 0.02 0.07 0.05
H 0.01 0.01 -0.01
H 0.01 0.00 0.01
H -0.01 0.02 0.01
H -0.03 0.01 -0.04
H 0.06 0.01 0.01
H 0.04 0.16 -0.04
H 0.01 -0.05 0.00
H -0.13 -0.01 -0.03
H 0.06 -0.06 -0.01
H -0.04 0.02 0.00
O -0.04 0.70 -0.30
C 0.10 0.72 0.03
O 1.11 0.82 -1.18
C 0.42 0.19 -0.13
C -0.08 -0.22 -0.04
C -0.08 0.07 0.03
C -0.05 -0.04 0.08
C 0.14 0.49 -0.03
C -0.34 -0.26 0.12
N 0.04 -0.41 -0.11
O 0.06 0.10 -0.01
O -0.07 0.03 0.06
H -0.03 0.01 -0.03
H 0.00 0.00 -0.01
H 0.00 0.00 0.01
H 0.03 0.02 0.02
F 0.11 -0.25 -0.23
P 0.71 -0.77 -0.11
F -0.21 0.09 -0.65
F -0.08 -0.03 -0.21
F 0.05 0.04 -0.01
F -0.22 0.08 0.03
F -0.09 -0.07 0.05
F 0.17 0.06 0.00
C -0.57 -0.06 0.13
F 0.11 -0.07 -0.02
F 0.10 0.07 -0.08
C -0.42 -0.49 -0.25
O -1.23 0.10 0.09
O -1.42 -0.74 -0.19

Record 4
Formula: C8H19Cl12NO2Si2
Source: the Open Molecules 2025 dataset
Level of theory: the ωB97M-V functional and the def2-TZVPD basis

Kohn-Sham gap, eV: 9.8511
Spin multiplicity: 1
Lowest unoccupied orbital energy, Ha: 0.017
Total charge: 0
Strongest force on any atom, eV Å⁻¹: 0.372
Highest occupied orbital energy, eV: -9.398

Last column: Löwdin charge in e.
CARTESIAN COORDINATES (ANGSTROEM)
C 3.03144 4.68469 2.28684  -0.16
C 2.81335 3.67302 3.41582  -0.28
Si 3.03180 1.88257 2.93259  0.33
N 3.98218 1.10261 4.15040  -0.03
C 3.88445 1.71892 1.26365  -0.27
O 3.02107 2.06690 0.19680  -0.27
C 3.32947 1.51735 -1.06643  -0.10
O 1.61359 1.04701 2.84068  -0.38
Si 0.14718 1.58433 2.30852  0.54
H 4.04538 4.62525 1.89444  0.06
H 2.35806 4.51245 1.44945  0.06
H 2.88024 5.70278 2.63893  0.07
H 1.83620 3.83355 3.87343  0.06
H 3.53960 3.84762 4.21407  0.07
H 4.82966 1.58930 4.41313  0.03
H 4.22278 0.14046 3.94533  0.03
H 4.78454 2.35319 1.26512  0.09
H 4.23867 0.68519 1.16032  0.08
H 2.40680 1.18412 -1.53870  0.08
H 3.80323 2.26385 -1.70730  0.09
H 4.00335 0.66399 -0.97063  0.08
H 0.26898 2.27232 1.00828  -0.04
H -0.44561 2.49955 3.30836  -0.06
H -0.72916 0.40931 2.18688  -0.09
C -1.03400 -2.26657 0.56325  -1.55
Cl -1.09882 -3.92447 -0.03977  0.52
Cl -0.99072 -1.12030 -0.77831  0.50
Cl -2.38556 -1.94163 1.64214  0.51
H -0.11848 -2.15015 1.12822  0.01
C -2.24556 -0.77364 -4.67408  -1.55
Cl -1.42570 -2.30105 -4.36503  0.51
Cl -1.41819 0.54956 -3.85006  0.52
Cl -2.37772 -0.44654 -6.40044  0.53
H -3.24603 -0.85174 -4.26884  0.01
C -6.23517 -3.13520 0.38527  -1.55
Cl -5.17292 -2.62679 -0.92716  0.50
Cl -5.71516 -4.68187 1.04831  0.53
Cl -6.32953 -1.90398 1.64395  0.52
H -7.22813 -3.26280 -0.02355  0.01
C -3.86795 -5.02416 -5.31641  -1.57
Cl -4.26985 -3.75467 -6.47256  0.52
Cl -4.23617 -4.51240 -3.67193  0.49
Cl -4.69851 -6.52738 -5.71330  0.53
H -2.80313 -5.20456 -5.37970  0.01

Forces on the atoms, in the same order (eV/Å):
C 0.01 0.00 0.00
C 0.10 0.01 -0.06
Si 0.11 -0.12 0.17
N 0.14 0.02 -0.29
C 0.15 0.10 -0.10
O -0.34 -0.07 0.12
C 0.16 0.08 0.06
O -0.09 0.27 -0.16
Si -0.06 -0.21 0.10
H 0.07 -0.01 -0.05
H -0.06 -0.02 -0.05
H -0.03 0.10 0.02
H -0.09 -0.10 0.06
H 0.01 0.09 0.09
H -0.06 -0.01 0.14
H -0.04 -0.03 0.16
H 0.09 -0.04 -0.07
H -0.02 -0.08 -0.02
H -0.08 0.01 -0.02
H 0.07 0.04 -0.04
H 0.01 -0.08 -0.01
H -0.03 0.03 0.02
H 0.01 0.06 -0.03
H -0.02 -0.04 -0.05
C 0.02 0.01 -0.02
Cl 0.00 -0.02 -0.01
Cl -0.04 0.01 0.04
Cl -0.08 -0.03 -0.01
H 0.01 0.00 0.01
C -0.03 0.00 0.03
Cl 0.10 -0.05 -0.05
Cl -0.02 0.04 0.00
Cl 0.01 -0.02 0.00
H -0.02 0.02 0.00
C -0.02 -0.02 0.00
Cl 0.03 0.06 0.00
Cl 0.02 -0.01 0.01
Cl 0.04 0.02 0.00
H -0.01 -0.01 -0.01
C 0.04 0.03 -0.01
Cl -0.02 0.01 -0.01
Cl -0.06 -0.03 0.05
Cl -0.01 -0.01 0.00
H 0.01 0.01 0.00

Repeat the first record exactly.
Formula: C6H6S
Source: the Open Molecules 2025 dataset
Level of theory: the ωB97M-V functional and the def2-TZVPD basis

Kohn-Sham gap, eV: 7.4645
Spin multiplicity: 1
Lowest unoccupied orbital energy, Ha: -0.018
Total charge: 0
Strongest force on any atom, eV Å⁻¹: 1.357
Energy relative to the best compared isomer or geometry (same formula, charge and spin), kJ/mol: 439.2
Highest occupied orbital energy, eV: -7.963

Last column: Löwdin charge in e.
CARTESIAN COORDINATES (ANGSTROEM)
C -0.90348 -0.83744 -0.66658  -0.22
C -0.10260 -1.08300 -1.73237  -0.44
C 2.97505 1.27359 -0.51535  -0.07
C 1.79079 0.70393 -0.63417  -0.46
C -1.76429 -0.82055 0.20010  -0.06
C -2.66372 -0.69874 1.31647  -0.10
S 1.38550 -0.41698 -1.96750  0.93
H 3.76265 1.11559 -1.23370  0.05
H 3.19844 1.92459 0.31391  0.05
H 0.98252 0.85337 0.06817  0.06
H -3.65567 -1.07906 1.07243  0.08
H -2.74179 0.34472 1.63072  0.08
H -2.26340 -1.28002 2.14786  0.09

Forces on the atoms, in the same order (eV/Å):
C -0.92 -0.11 0.74
C 1.12 0.14 -0.75
C 0.03 0.02 -0.03
C -0.32 -0.31 -0.10
C 0.83 0.19 -0.50
C -0.32 0.08 0.13
S -0.41 -0.04 0.15
H 0.15 -0.09 -0.15
H -0.01 0.13 0.12
H -0.03 0.04 0.12
H -0.04 0.01 0.10
H -0.04 -0.08 0.08
H -0.04 0.02 0.09

Question: What is the formula in the fourth record?
Answer: C8H19Cl12NO2Si2

Question: Look up the strongest force on any atom of the second one.
Answer: 6.137 eV Å⁻¹